# 1
Molecular formula: C2H10N6
Method: DFT, ωB97M-V/def2-TZVPD

Geometry as ORCA input:
```
! wB97M-V def2-TZVPD RIJCOSX def2/J DEFGRID3
* xyz 0 1
H 2.87 -0.53 0.82
N 1.89 -0.41 1.04
C 1.15 -0.04 0.04
C 1.65 0.10 -1.39
N 0.15 0.89 0.34
N -0.39 0.84 1.64
H 0.95 -0.37 -2.08
H 2.63 -0.34 -1.51
H 1.73 1.14 -1.68
H -0.37 1.27 -0.45
H -0.25 1.74 2.10
H 0.17 0.16 2.17
H -2.11 0.94 -0.91
N -2.80 0.19 -1.15
N -2.69 -0.86 -0.58
N -1.64 -1.40 0.23
H -1.35 -0.92 1.09
H -1.57 -2.41 0.30
*
```

Energy above the lowest of the compared OMol25 structures with the same formula, charge and spin: 4.924 eV
SMILES string: [H]/N=C(\C)NN.[H]/N=N\N

***

# 2
Molecular formula: C13H18FN7O4S2Zn
Method: DFT, ωB97M-V/def2-TZVPD

Geometry as ORCA input:
```
! wB97M-V def2-TZVPD RIJCOSX def2/J DEFGRID3
* xyz 0 1
Zn -0.34 1.18 0.20
S 1.90 1.18 0.20
C 1.95 0.63 1.75
N 1.97 1.42 2.88
C 2.01 0.62 4.08
C 2.01 -0.82 3.57
N 1.97 -0.69 2.14
H 1.97 2.43 2.84
H 1.13 0.85 4.69
H 2.92 0.86 4.64
H 1.12 -1.37 3.91
H 2.91 -1.37 3.86
H 1.95 -1.45 1.47
F -0.60 -1.12 -2.45
C -0.64 0.19 -2.74
C -1.32 1.07 -2.01
N -1.36 2.42 -2.34
C -2.06 3.35 -1.43
C -1.32 3.71 -0.12
O -1.83 4.69 0.51
O -0.34 2.98 0.20
C -0.64 2.93 -3.42
O -0.62 4.10 -3.77
N 0.07 2.00 -4.15
C 0.10 0.65 -3.93
O 0.70 -0.12 -4.68
H -1.85 0.77 -1.12
H -3.02 2.90 -1.17
H -2.27 4.28 -1.97
H 0.57 2.36 -4.94
C 1.28 -4.76 -0.03
C 0.10 -4.19 -0.79
C -0.34 -2.88 -0.23
N 0.27 -1.73 -0.45
N -0.34 -0.69 0.20
C -1.39 -1.07 0.89
N -2.18 -0.24 1.61
S -1.71 -2.75 0.79
H 1.59 -5.72 -0.46
H 1.02 -4.94 1.03
H 2.14 -4.08 -0.06
H -0.73 -4.91 -0.79
H 0.38 -4.05 -1.84
H -2.09 0.75 1.40
H -3.13 -0.54 1.80
H -1.89 1.18 0.20
*
```

***

no.,HOMO level (eV),calculated total energy (eV)
1,-8.5,-11172.560
2,-7.7,-105197.317